1.
105
Properties=species:S:1:pos:R:3:forces:R:3 method="wB97M-V/def2-TZVPD" relative_energy_ev=1.839 multiplicity=1 total_energy_ha=-2897.871711 fmax_ev_per_a=3.2 charge=-2 e_homo_ev=0.4
Li 0.946 -0.069 0.337 0.054 0.191 -0.737
C 1.550 -0.853 -6.035 0.714 0.012 0.566
C 2.501 -1.430 -4.978 -0.691 -0.146 1.430
C 1.890 -1.567 -3.552 1.317 -0.147 -1.662
C 1.511 -2.701 -2.955 -1.018 -1.712 0.630
C 1.234 -4.101 -3.545 -0.103 1.353 0.276
C 2.170 -5.213 -3.088 -0.706 -0.175 -0.217
C 1.128 -2.354 -1.563 0.396 -0.562 -0.091
N 1.282 -1.036 -1.383 0.238 1.199 0.286
C 1.793 -0.498 -2.549 -1.359 0.621 0.924
C 1.887 0.844 -2.763 0.549 0.500 -1.116
C 1.528 2.012 -1.966 0.631 -0.556 0.200
C 1.563 3.377 -2.387 0.167 -0.622 0.083
C 2.002 3.888 -3.722 0.010 -0.179 -0.921
C 0.907 3.823 -4.816 -0.394 0.295 0.172
C 1.119 4.116 -1.286 -0.187 0.555 0.089
C 0.796 3.173 -0.268 1.118 0.403 -0.583
C 0.381 3.514 1.053 0.700 -0.204 0.975
C 0.384 2.710 2.156 0.474 0.378 -0.998
N 0.811 1.306 2.172 -1.105 -0.088 0.318
C 0.139 0.685 3.318 -0.429 0.493 -0.846
C -0.265 -0.593 3.432 0.462 -0.929 -1.480
C -0.187 -1.763 2.555 -0.427 0.621 0.348
N 0.355 -1.674 1.300 0.122 -0.243 0.261
C 0.246 -2.890 0.746 -0.101 -1.164 -0.360
C 0.719 -3.232 -0.606 -0.653 -1.260 0.569
C -0.434 -3.819 1.646 0.527 0.958 -0.798
C -0.742 -3.069 2.763 0.643 1.237 0.734
C -1.539 -3.461 3.967 -0.300 -0.578 -0.409
C -0.779 -3.411 5.271 0.056 -0.747 1.921
C -0.623 -5.284 1.463 -0.595 -0.171 -0.692
C 0.559 -6.095 1.955 0.768 -1.072 0.481
C -0.354 1.801 4.111 0.291 0.986 0.546
C -0.170 3.002 3.458 -0.106 -2.605 0.313
C -0.614 4.311 3.924 -0.731 0.844 -0.479
C -2.074 4.615 3.625 -1.266 -0.370 0.417
C -0.925 1.620 5.506 -0.412 1.233 -1.014
C 0.150 1.352 6.518 2.491 -1.657 -1.103
N 1.173 1.906 -0.678 -1.347 0.170 0.660
C 1.051 5.638 -1.221 -0.541 0.191 -0.519
C 2.181 6.435 -0.543 -1.461 -0.684 1.221
H 2.109 -0.703 -6.972 -0.298 0.544 0.253
H 1.071 0.030 -5.590 0.200 0.055 -0.673
H 0.788 -1.577 -6.263 -0.507 -0.331 0.026
H 3.402 -0.842 -4.825 0.061 0.437 -0.318
H 2.858 -2.398 -5.310 0.004 -0.374 0.000
H 1.222 -3.880 -4.603 0.174 -0.684 -0.621
H 0.207 -4.406 -3.276 0.303 0.314 -0.063
H 3.200 -5.000 -3.237 0.945 0.387 -0.126
H 1.971 -6.177 -3.553 -0.206 -0.046 -0.355
H 1.997 -5.372 -2.041 0.168 -0.009 0.661
H 2.261 1.114 -3.745 0.074 0.019 -0.227
H 2.854 3.337 -4.187 -0.212 0.201 0.804
H 2.317 4.929 -3.614 0.115 0.011 -0.083
H 0.553 2.784 -4.930 -0.072 0.422 0.199
H 1.297 4.125 -5.808 -0.126 0.077 0.391
H 0.061 4.496 -4.527 0.471 -0.666 -0.367
H 0.208 4.587 1.276 -0.225 -0.722 -0.358
H -0.769 -0.749 4.339 -0.758 -0.347 1.172
H 0.679 -4.318 -0.858 -0.101 1.027 0.145
H -1.987 -4.460 3.791 0.211 0.379 0.206
H -2.366 -2.763 4.039 -0.439 0.116 0.123
H 0.122 -4.064 5.279 -0.573 0.312 -0.110
H -1.407 -3.677 6.202 0.668 0.134 -1.402
H -0.432 -2.404 5.473 0.193 0.137 -0.074
H -0.805 -5.498 0.400 0.349 0.052 -0.035
H -1.559 -5.671 1.899 0.235 0.295 0.370
H 1.503 -5.806 1.465 -0.326 0.312 0.298
H 0.473 -7.171 1.716 -0.276 0.194 0.032
H 0.694 -6.057 3.065 -0.082 0.298 -0.812
H -0.039 5.110 3.494 0.694 0.349 -0.132
H -0.512 4.337 4.977 0.383 0.272 1.270
H -2.292 4.490 2.559 0.040 0.353 0.128
H -2.441 5.609 4.021 0.545 -0.912 -0.558
H -2.668 3.824 4.128 0.051 0.481 -0.217
H -1.691 0.831 5.497 0.238 0.059 0.139
H -1.462 2.556 5.747 0.116 -0.353 0.084
H 0.571 0.325 6.341 -0.625 0.557 0.311
H -0.125 1.429 7.523 -0.872 -0.021 1.666
H 1.102 1.919 6.447 -0.828 0.422 -0.459
H 0.116 5.987 -0.777 -0.191 -0.304 0.329
H 0.945 6.044 -2.246 0.210 -0.297 0.167
H 2.388 6.062 0.477 -0.253 0.246 -0.320
H 1.926 7.493 -0.530 -0.061 0.139 0.189
H 3.068 6.331 -1.067 1.898 -0.269 -1.160
C -1.625 -0.009 -3.799 -0.005 -0.176 0.847
S -2.997 -1.220 -3.809 0.372 -0.447 0.947
O -4.175 -0.696 -4.540 -0.404 0.543 -0.406
C -3.454 -1.234 -2.027 -2.006 0.800 -1.038
C -2.492 -1.494 -1.121 0.996 0.017 1.916
C -2.888 -1.513 0.243 0.901 0.027 -0.310
C -4.181 -1.345 0.665 0.219 -0.200 -0.246
C -5.171 -1.187 -0.285 -0.889 0.651 -0.554
C -4.827 -1.034 -1.612 1.571 -0.566 -0.983
H -1.937 0.943 -3.341 -0.064 -0.172 -0.565
H -1.273 0.060 -4.851 -0.174 0.065 0.847
H -0.843 -0.403 -3.099 -0.368 0.098 -0.871
H -1.415 -1.567 -1.375 -0.751 -0.217 0.256
H -2.138 -1.620 0.997 0.561 -0.113 0.255
H -4.403 -1.285 1.716 -0.055 -0.239 0.243
H -6.227 -1.094 -0.001 0.422 0.086 -0.060
H -5.552 -0.763 -2.363 -0.094 -0.170 -0.139
O 3.470 3.036 1.214 -0.226 1.339 -0.135
S 3.360 1.688 1.700 1.379 -1.327 -0.250
N 2.110 0.960 2.124 -0.496 0.367 0.358

---

2.
19
Properties=species:S:1:pos:R:3:forces:R:3 method="wB97M-V/def2-TZVPD" relative_energy_ev=2.474 smiles="C=C/C(C)=C/C.O" multiplicity=1 total_energy_ha=-310.968349 fmax_ev_per_a=3.5 charge=0 e_homo_ev=-8.6
C -2.604 1.110 0.145 -1.578 -2.410 -2.011
C -1.838 0.144 -0.414 -1.929 0.420 0.538
C -0.364 0.059 -0.542 -2.528 -1.976 0.225
C 0.335 1.310 -0.743 1.868 1.842 -0.412
C 0.143 -1.168 -0.533 0.327 -1.419 -0.478
C 1.593 -1.401 -0.682 0.603 -0.656 0.062
H -2.430 1.851 0.812 1.902 2.554 1.517
H -3.706 1.155 -0.002 0.715 -0.982 -0.025
H -2.469 -0.710 -0.754 0.924 0.601 -0.318
H -0.409 2.107 -0.746 0.434 0.197 0.160
H 0.959 1.433 -1.661 -0.864 -0.553 0.108
H 1.134 1.494 -0.014 -0.444 0.211 0.435
H -0.390 -2.185 -0.508 0.027 2.111 0.217
H 2.188 -0.463 -0.680 -0.203 -0.766 -0.168
H 1.739 -2.000 -1.611 0.373 0.495 0.579
H 1.867 -2.057 0.175 0.386 0.297 -0.600
O 1.841 -0.091 2.280 1.566 -1.320 -0.783
H 2.102 -0.562 1.456 0.334 0.099 1.108
H 1.105 0.339 1.908 -1.912 1.256 -0.154

---

3.
16
Properties=species:S:1:pos:R:3:forces:R:3 method="wB97M-V/def2-TZVPD" relative_energy_ev=0.387 smiles=Cc1c[nH]c(C)c1 multiplicity=1 total_energy_ha=-288.767810 fmax_ev_per_a=0.3 charge=0 e_homo_ev=-7.8
C -2.453 -0.433 -0.497 -0.144 -0.084 0.022
C -1.176 -0.119 0.217 0.100 0.193 -0.196
C -0.785 1.133 0.611 -0.084 -0.005 -0.110
N 0.589 1.153 0.665 0.155 -0.039 -0.018
C 1.085 -0.076 0.309 0.010 0.028 -0.054
C 2.516 -0.282 -0.064 0.131 -0.038 0.063
C 0.011 -0.901 0.094 0.076 0.038 -0.165
H -2.257 -0.198 -1.551 -0.290 -0.125 0.066
H -3.296 0.184 -0.175 0.090 -0.138 0.064
H -2.725 -1.491 -0.448 -0.047 0.119 0.120
H -1.376 2.020 0.799 0.128 -0.092 -0.059
H 1.146 1.981 0.791 -0.044 -0.122 0.107
H 3.229 0.015 0.711 -0.097 -0.033 -0.032
H 2.685 -1.335 -0.307 -0.013 0.155 0.110
H 2.741 0.295 -0.972 0.029 -0.091 0.191
H 0.068 -1.948 -0.183 0.000 0.235 -0.110

---

4.
13
Properties=species:S:1:pos:R:3:forces:R:3 method="wB97M-V/def2-TZVPD" relative_energy_ev=1.667 multiplicity=1 total_energy_ha=-419.021746 fmax_ev_per_a=5.1 charge=0 e_homo_ev=-8.8
N -1.847 -0.166 0.056 -4.983 -1.044 0.613
N -0.745 0.050 0.827 3.833 0.901 0.323
C 0.310 0.235 0.053 -1.291 -0.391 1.289
C 0.235 0.078 -1.416 -0.715 -2.698 -0.314
F 1.500 -0.281 -2.020 -1.635 0.462 1.031
N 1.493 0.413 0.614 0.166 0.754 1.494
O 1.544 0.339 2.010 -2.593 -4.037 -0.069
H -2.309 -1.020 0.514 0.611 1.401 -1.041
H -2.569 0.578 0.316 1.254 -1.075 -0.600
H -0.153 0.949 -1.907 -0.098 0.275 -0.427
H -0.587 -0.791 -1.394 2.030 1.692 -1.289
H 2.328 0.206 0.117 0.617 -0.265 -0.105
H 0.801 -0.590 2.229 2.805 4.025 -0.906

---

5.
20
Properties=species:S:1:pos:R:3:forces:R:3 method="wB97M-V/def2-TZVPD" relative_energy_ev=0.999 smiles="C[C@@H](C(=O)O)C(N)(N)N" multiplicity=1 total_energy_ha=-473.766054 fmax_ev_per_a=4.1 charge=0 e_homo_ev=-9.3
C -0.427 1.764 0.565 0.019 -0.359 0.096
C -0.055 0.711 -0.474 3.343 0.905 -0.065
C 1.560 0.894 -0.772 -1.860 -0.859 -0.809
O 1.975 1.173 -1.865 -0.095 0.376 0.623
O 2.378 0.553 0.232 -0.282 -0.153 0.488
C -0.277 -0.756 -0.092 -3.778 1.326 0.850
N 0.286 -1.579 -1.079 0.539 -1.312 -1.279
N 0.222 -1.021 1.239 0.381 0.210 0.519
N -1.861 -0.871 -0.013 1.833 -1.654 -0.891
H -0.211 2.755 0.170 -0.233 0.058 -0.012
H -1.471 1.685 0.862 -0.127 0.269 -0.074
H 0.166 1.657 1.472 0.080 -0.046 0.050
H -0.515 0.914 -1.439 -0.025 -0.175 0.094
H 1.845 0.083 0.924 0.160 0.220 -0.288
H 1.274 -1.774 -0.979 0.014 0.463 0.221
H -0.116 -2.419 -1.486 -0.698 0.488 0.738
H 0.228 -2.018 1.429 -0.068 0.016 -0.178
H -0.428 -0.609 1.907 0.267 -0.071 -0.023
H -2.199 -1.067 -0.949 -0.119 0.121 0.058
H -2.376 -0.076 0.349 0.651 0.178 -0.117